(1)
Density functional theory data (wB97M-V/def2-TZVPD) for 3 unconnected molecules or ions with the total composition C4H14NO3 at a distorted geometry.

Computed properties:
2S+1: 1
Energy relative to the best compared isomer or geometry (same formula, charge and spin), kcal/mol: 21.7
Charge: -1
LUMO, eV: 3.6856
E_tot, a.u.: -441.2842

Cartesian coordinates (Å):
C1 0.750 0.364 -2.068
C2 1.549 -0.272 -0.908
C3 2.316 0.878 -0.215
N1 0.540 -0.926 -0.037
C4 -0.617 -0.067 0.434
O1 -0.261 1.083 1.053
H1 0.275 1.234 -1.695
H2 1.397 0.690 -2.885
H3 0.002 -0.356 -2.397
H4 2.256 -1.013 -1.285
H5 1.633 1.663 0.089
H6 2.745 0.446 0.696
H7 3.082 1.274 -0.884
H8 1.018 -1.158 0.828
H9 -1.253 0.247 -0.410
H10 -1.112 -0.857 1.041
H11 -1.467 -2.808 0.268
H12 -1.216 -4.277 0.063
O2 -1.803 -3.674 0.539
H13 -2.265 2.938 2.044
H14 -1.373 1.939 1.232
O3 -2.028 2.804 1.117



(2)
Density functional theory data (wB97M-V/def2-TZVPD) for a molecular structure, H18HeKrO9.

Computed properties:
2S+1: 1
Energy relative to the best compared isomer or geometry (same formula, charge and spin), kcal/mol: 3.1
Charge: 0
LUMO, eV: 0.0827
E_tot, a.u.: -3444.4614

Cartesian coordinates (Å):
He1 2.684 7.152 20.770
Kr1 2.789 10.085 20.340
O1 0.034 3.833 20.888
H1 -0.016 3.011 21.376
H2 0.053 4.512 21.562
O2 0.010 8.574 19.560
H3 0.622 7.838 19.560
H4 0.197 9.042 18.746
O3 4.208 5.157 19.355
H5 4.782 5.842 19.699
H6 4.753 4.679 18.730
O4 3.165 7.816 17.503
H7 3.854 7.739 16.843
H8 3.397 7.167 18.168
O5 3.011 8.019 23.566
H9 3.256 7.752 24.452
H10 3.025 8.976 23.590
O6 5.678 7.276 20.128
H11 5.680 8.161 20.494
H12 6.489 6.882 20.448
O7 1.384 5.899 19.299
H13 0.944 5.072 19.495
H14 2.304 5.736 19.505
O8 2.234 3.799 24.126
H15 1.855 4.363 23.452
H16 1.526 3.201 24.365
O9 0.848 6.073 22.763
H17 0.188 6.437 23.353
H18 1.529 6.743 22.722



(3)
Density functional theory data (wB97M-V/def2-TZVPD) for a molecular structure, C29H43AsBrNO3Si3Tc.

Computed properties:
Expectation value of S²: 0.768
2S+1: 2
Energy relative to the best compared isomer or geometry (same formula, charge and spin), kcal/mol: 0.0
Charge: 0
LUMO (alpha / beta), eV: 0.3855 / 0.3850
E_tot, a.u.: -7170.4684

Cartesian coordinates (Å):
Tc1 0.307 1.264 -0.120
O1 0.351 1.899 6.166
C1 0.345 1.759 4.818
C2 -0.820 1.745 4.056
C3 -0.708 1.599 2.691
N1 0.470 1.459 2.044
C4 1.573 1.482 2.800
Br1 3.260 1.314 1.988
C5 1.565 1.629 4.180
H1 -0.551 1.989 6.493
H2 -1.799 1.848 4.505
H3 -1.580 1.584 2.053
H4 2.487 1.645 4.739
C6 -1.109 1.425 -4.325
C7 -1.234 1.401 -2.818
O2 -0.235 0.993 -2.193
C8 -2.490 1.796 -2.191
C9 -3.539 2.264 -3.014
C10 -4.778 2.573 -2.522
C11 -5.006 2.408 -1.144
C12 -4.022 1.953 -0.315
C13 -2.716 1.633 -0.794
O3 -1.850 1.197 0.059
H5 -0.106 1.096 -4.587
H6 -1.270 2.432 -4.710
H7 -1.845 0.770 -4.794
H8 -3.359 2.381 -4.073
H9 -5.561 2.933 -3.174
H10 -5.979 2.646 -0.731
H11 -4.195 1.824 0.746
C14 1.394 2.542 -0.409
C15 2.322 3.647 -0.599
C16 2.278 4.764 0.236
C17 3.193 5.793 0.083
C18 4.152 5.732 -0.921
C19 4.193 4.630 -1.765
C20 3.293 3.589 -1.600
H12 1.517 4.816 1.005
H13 3.153 6.651 0.741
H14 4.861 6.539 -1.046
H15 4.938 4.575 -2.548
H16 3.336 2.718 -2.240
C21 -0.340 -2.138 3.460
Si1 0.782 -2.728 2.085
C22 2.547 -2.289 2.486
C23 0.668 -4.590 1.999
As1 0.131 -1.566 0.145
Si2 1.627 -2.349 -1.501
C24 3.090 -1.202 -1.419
C25 0.810 -2.227 -3.171
C26 2.189 -4.112 -1.232
Si3 -1.988 -2.478 -0.346
C27 -2.497 -1.912 -2.051
C28 -2.028 -4.351 -0.319
C29 -3.152 -1.807 0.947
H17 0.127 -2.346 4.427
H18 -1.302 -2.651 3.435
H19 -0.528 -1.067 3.397
H20 2.899 -2.958 3.277
H21 2.639 -1.264 2.838
H22 3.212 -2.402 1.629
H23 0.972 -4.968 2.979
H24 1.337 -5.018 1.254
H25 -0.339 -4.952 1.797
H26 2.754 -0.162 -1.464
H27 3.772 -1.395 -2.251
H28 3.644 -1.324 -0.486
H29 0.372 -1.241 -3.321
H30 0.034 -2.979 -3.308
H31 1.576 -2.387 -3.935
H32 2.873 -4.190 -0.385
H33 2.722 -4.452 -2.123
H34 1.356 -4.795 -1.060
H35 -2.250 -2.666 -2.799
H36 -2.019 -0.982 -2.335
H37 -3.578 -1.749 -2.072
H38 -1.127 -4.797 -0.742
H39 -2.880 -4.694 -0.911
H40 -2.152 -4.735 0.694
H41 -2.964 -0.747 1.110
H42 -3.039 -2.336 1.895
H43 -4.186 -1.927 0.611



(4)
Density functional theory data (wB97M-V/def2-TZVPD) for a molecular structure, C15H15CdN2O4S.

Computed properties:
2S+1: 1
Energy relative to the best compared isomer or geometry (same formula, charge and spin), kcal/mol: 1.6
Charge: -1
LUMO, eV: 2.9423
E_tot, a.u.: -1557.1146

Cartesian coordinates (Å):
Cd1 0.706 0.640 0.840
C1 -0.435 3.333 -2.584
C2 -0.746 2.401 -1.428
O1 -0.012 2.509 -0.436
C3 -1.867 1.481 -1.533
C4 -2.722 1.588 -2.658
C5 -3.813 0.783 -2.841
C6 -4.084 -0.207 -1.868
C7 -3.287 -0.356 -0.772
C8 -2.142 0.477 -0.538
O2 -1.465 0.294 0.524
H1 0.490 3.853 -2.351
H2 -1.234 4.065 -2.723
H3 -0.320 2.778 -3.516
H4 -2.514 2.345 -3.403
H5 -4.448 0.900 -3.709
H6 -4.936 -0.865 -2.002
H7 -3.476 -1.121 -0.029
O3 0.628 -1.380 2.790
C9 1.750 -1.109 2.321
O4 2.316 0.035 2.389
C10 2.469 -2.158 1.507
C11 2.961 -3.288 2.146
C12 3.639 -4.278 1.447
C13 3.804 -4.132 0.076
C14 3.292 -3.018 -0.574
C15 2.614 -2.001 0.111
S1 1.974 -0.653 -0.858
H8 2.802 -3.389 3.214
H9 4.025 -5.149 1.963
H10 4.326 -4.893 -0.493
H11 3.407 -2.919 -1.648
N1 -0.820 2.975 2.732
N2 -0.123 1.719 2.761
H12 -1.795 2.809 2.949
H13 -0.803 3.275 1.762
H14 -0.751 0.943 2.953
H15 0.590 1.714 3.479



(5)
Density functional theory data (wB97M-V/def2-TZVPD) for a gas-phase ion, C3H5N2O2 (charge +1) at a distorted geometry.

Computed properties:
2S+1: 1
Energy relative to the best compared isomer or geometry (same formula, charge and spin), kcal/mol: 46.6
Charge: +1
LUMO, eV: -3.9798
E_tot, a.u.: -376.9618

Cartesian coordinates (Å):
O1 -1.232 -0.254 2.383
C1 -0.563 -0.192 1.398
N1 -0.493 -1.075 0.394
C2 0.295 -0.652 -0.662
N2 -0.161 0.706 -1.129
C3 0.844 0.876 -0.007
O2 0.256 0.908 1.192
H1 -0.635 -2.135 0.621
H2 0.995 -1.331 -1.148
H3 0.039 0.984 -2.188
H4 -1.077 0.815 -0.641
H5 1.733 1.349 -0.212



(6)
Density functional theory data (wB97M-V/def2-TZVPD) for a molecular structure, C3H3HoLiO4 at a distorted geometry.

Computed properties:
Expectation value of S²: 8.753
2S+1: 6
Charge: +2
LUMO (alpha / beta), eV: -9.6290 / -9.8082
E_tot, a.u.: -1371.9258

Cartesian coordinates (Å):
H1 -1.713 -1.070 0.702
C1 -2.010 -0.300 -0.348
C2 -0.586 -0.623 -0.229
O1 0.150 0.345 0.285
C3 1.557 0.209 0.410
O2 2.022 -0.904 0.666
O3 2.173 1.273 0.289
O4 -2.387 0.929 -0.318
Ho1 4.512 0.139 0.846
H2 -2.451 -1.011 -1.089
H3 -0.105 -1.291 -0.954
Li1 -1.162 2.303 -0.261



E_tot of number 1 (C4H14NO3)?
-441.2842 a.u.